No. 1
The following is a DFT calculation (ωB97M-V with the def2-TZVPD basis set) of a structure of composition C29H28NOSScSi.

Atoms and positions in Å:
1 Sc 0.511 2.068 -0.056
2 C 2.055 4.119 -1.020
3 C 1.069 4.814 -0.317
4 C 0.895 4.593 1.049
5 C 1.702 3.667 1.716
6 C 2.693 2.969 1.016
7 C 2.871 3.202 -0.354
8 H 2.194 4.298 -2.078
9 H 0.449 5.539 -0.829
10 H 0.137 5.140 1.593
11 H 1.559 3.494 2.775
12 H 3.321 2.253 1.531
13 H 3.643 2.669 -0.894
14 O -0.380 2.116 -2.022
15 H -0.972 2.781 -2.403
16 H -0.691 1.252 -2.393
17 S -1.423 2.376 1.445
18 C -2.086 0.802 1.199
19 N -2.195 0.007 2.231
20 C -2.463 -1.391 2.285
21 C -2.566 -2.205 1.245
22 C -2.593 -1.781 -0.189
23 C -2.440 0.371 -0.174
24 H -1.898 0.407 3.115
25 H -2.494 -1.767 3.297
26 H -2.715 -3.254 1.468
27 H -2.746 -2.626 -0.856
28 H -2.506 1.245 -0.813
29 C -3.736 -0.403 -2.811
30 C -2.304 -0.581 -3.061
31 C -1.327 -0.762 -2.157
32 C -1.456 -0.783 -0.647
33 C -3.628 -0.620 -0.306
34 C -4.329 -0.450 -1.619
35 Si 0.348 -0.585 0.100
36 C 0.642 -1.384 1.768
37 C 0.633 -2.767 1.956
38 C 0.880 -3.316 3.207
39 C 1.135 -2.491 4.293
40 C 1.154 -1.113 4.127
41 C 0.914 -0.568 2.873
42 C 1.597 -1.200 -1.158
43 C 2.281 -0.233 -1.901
44 C 3.218 -0.575 -2.868
45 C 3.486 -1.913 -3.109
46 C 2.815 -2.894 -2.389
47 C 1.880 -2.542 -1.425
48 H -4.358 -0.270 -3.687
49 H -2.018 -0.639 -4.106
50 H -0.345 -1.006 -2.550
51 H -4.348 -0.589 0.510
52 H -5.406 -0.341 -1.567
53 H 0.419 -3.427 1.124
54 H 0.873 -4.391 3.333
55 H 1.329 -2.921 5.266
56 H 1.366 -0.471 4.973
57 H 0.930 0.512 2.745
58 H 2.081 0.829 -1.737
59 H 3.736 0.192 -3.430
60 H 4.215 -2.192 -3.858
61 H 3.021 -3.939 -2.579
62 H 1.369 -3.325 -0.879

Its spin multiplicity is 1. As for the relative energy (zero: lowest compared OMol25 entry of this formula, charge and spin): 2.676 eV. The HOMO energy is -13.879 eV. For the total energy, the calculation gives -73463.92079 eV. The charge is +2.

---

No. 2
The following is a DFT calculation (ωB97M-V with the def2-TZVPD basis set) of a structure of composition C29H29AsClCuO4.

Atoms and positions in Å:
1 Cu -1.359 -0.080 1.070
2 C -4.472 -1.011 -0.394
3 C -3.767 -2.306 -0.043
4 O -2.831 -2.052 0.991
5 C -2.358 -3.215 1.651
6 C -1.278 -3.962 0.879
7 H -5.088 -1.146 -1.283
8 H -3.739 -0.221 -0.561
9 H -5.097 -0.685 0.435
10 H -3.262 -2.725 -0.924
11 H -4.491 -3.053 0.304
12 H -3.202 -3.886 1.854
13 H -1.956 -2.864 2.603
14 H -1.633 -4.271 -0.106
15 H -0.978 -4.849 1.437
16 H -0.411 -3.314 0.751
17 O 0.200 -0.959 1.137
18 As 0.812 -0.371 -0.299
19 C 0.451 1.418 -0.979
20 C 1.466 2.363 -1.050
21 C 1.201 3.619 -1.577
22 C -0.075 3.937 -2.014
23 C -1.090 2.993 -1.949
24 C -0.823 1.732 -1.446
25 C 0.414 -1.688 -1.663
26 C -0.866 -1.803 -2.193
27 C -1.165 -2.841 -3.061
28 C -0.187 -3.761 -3.411
29 C 1.088 -3.653 -2.876
30 C 1.387 -2.624 -1.997
31 C 2.723 -0.419 -0.029
32 C 3.651 -0.168 -1.035
33 C 5.005 -0.187 -0.739
34 C 5.432 -0.441 0.557
35 C 4.510 -0.688 1.563
36 C 3.154 -0.675 1.267
37 H 2.460 2.127 -0.693
38 H 1.999 4.348 -1.639
39 H -0.282 4.925 -2.403
40 H -2.090 3.233 -2.285
41 H -1.616 0.999 -1.389
42 H -1.637 -1.095 -1.909
43 H -2.165 -2.941 -3.463
44 H -0.422 -4.577 -4.082
45 H 1.850 -4.376 -3.134
46 H 2.374 -2.553 -1.557
47 H 3.315 0.037 -2.046
48 H 5.730 -0.003 -1.521
49 H 6.491 -0.456 0.780
50 H 4.842 -0.890 2.572
51 H 2.410 -0.869 2.030
52 Cl 2.884 4.592 3.390
53 C 1.334 3.954 2.931
54 C 1.032 2.632 3.203
55 C -0.205 2.131 2.826
56 C -1.127 2.928 2.152
57 C -0.811 4.263 1.928
58 C 0.413 4.784 2.314
59 C -2.493 2.417 1.691
60 O -3.434 3.187 1.798
61 O -2.597 1.216 1.213
62 H 1.749 2.008 3.721
63 H -0.471 1.119 3.106
64 H -1.553 4.891 1.453
65 H 0.654 5.824 2.140

Its spin multiplicity is 1. As for the relative energy (zero: lowest compared OMol25 entry of this formula, charge and spin): 0.455 eV. The HOMO energy is -8.096 eV. For the total energy, the calculation gives -156734.15867 eV.

---

No. 3
The following is a DFT calculation (ωB97M-V with the def2-TZVPD basis set) of a structure of composition C29H29AuN5O2S.

Atoms and positions in Å:
1 Au -0.069 -1.378 -0.281
2 C 1.756 0.048 -2.210
3 C 2.935 -0.843 -1.998
4 C 3.966 -0.834 -2.913
5 C 5.094 -1.630 -2.737
6 C 5.165 -2.487 -1.654
7 C 4.150 -2.549 -0.712
8 C 4.268 -3.526 0.404
9 C 3.038 -1.661 -0.834
10 N 2.073 -1.566 0.126
11 C 2.371 -1.507 1.456
12 O 3.482 -1.289 1.901
13 C 1.183 -1.551 2.373
14 C 1.266 -1.194 3.714
15 C 0.084 -1.043 4.428
16 C -1.139 -1.219 3.795
17 C -1.133 -1.598 2.458
18 N 0.008 -1.805 1.831
19 C -2.370 -1.679 1.610
20 O -3.479 -1.764 2.101
21 N -2.122 -1.538 0.288
22 C -3.120 -1.607 -0.664
23 C -3.394 -0.453 -1.438
24 C -2.660 0.818 -1.144
25 C -4.381 -0.513 -2.402
26 C -5.089 -1.689 -2.625
27 C -4.828 -2.814 -1.858
28 C -3.854 -2.799 -0.876
29 C -3.601 -4.005 -0.039
30 H 1.765 0.483 -3.208
31 H 1.742 0.856 -1.479
32 H 0.815 -0.519 -2.093
33 H 3.899 -0.189 -3.776
34 H 5.896 -1.591 -3.456
35 H 6.024 -3.130 -1.535
36 H 4.916 -4.353 0.121
37 H 3.299 -3.917 0.710
38 H 4.707 -3.026 1.270
39 H 2.234 -0.998 4.148
40 H 0.116 -0.736 5.463
41 H -2.080 -1.035 4.290
42 H -2.595 0.972 -0.070
43 H -3.168 1.672 -1.585
44 H -1.639 0.785 -1.527
45 H -4.618 0.370 -2.976
46 H -5.846 -1.721 -3.393
47 H -5.394 -3.719 -2.022
48 H -4.111 -4.871 -0.449
49 H -3.980 -3.823 0.967
50 H -2.537 -4.218 0.046
51 C -0.125 5.883 2.678
52 C 0.010 4.961 1.522
53 C 0.019 5.357 0.207
54 C 0.132 4.372 -0.798
55 N 0.233 3.090 -0.504
56 C 0.228 2.706 0.765
57 S 0.335 1.105 1.235
58 N 0.122 3.640 1.771
59 C 0.116 4.750 -2.233
60 H -0.172 6.916 2.340
61 H 0.719 5.771 3.359
62 H -1.033 5.659 3.241
63 H -0.068 6.396 -0.060
64 H 0.119 3.290 2.724
65 H 0.095 5.829 -2.351
66 H -0.763 4.315 -2.706
67 H 0.986 4.337 -2.738

Its spin multiplicity is 1. The HOMO energy (spin up / spin down) is -10.315 / -10.324 eV. For the total energy, the calculation gives -56609.40111 eV. The charge is +1.

---

No. 4
The following is a DFT calculation (ωB97M-V with the def2-TZVPD basis set) of a structure of composition C29H29Cl5GeN6O5SeSiTi.

Atoms and positions in Å:
1 Ti 0.534 0.072 -0.055
2 C -3.528 -1.893 0.830
3 O -3.049 -2.290 -0.453
4 C -1.750 -2.016 -0.684
5 O -1.049 -1.496 0.197
6 N -1.372 -2.416 -1.889
7 N -0.105 -2.066 -2.413
8 H -4.579 -2.167 0.844
9 H -3.415 -0.819 0.972
10 H -2.991 -2.417 1.622
11 H -2.077 -2.538 -2.610
12 H -0.034 -2.548 -3.305
13 H 0.608 -2.442 -1.794
14 Se -3.602 2.479 6.308
15 N -3.149 3.286 4.782
16 C -2.310 2.501 4.167
17 C -1.710 2.806 2.874
18 C -1.887 4.012 2.199
19 C -1.256 4.190 0.986
20 C -0.511 3.142 0.450
21 N -0.355 1.988 1.079
22 C -0.901 1.837 2.283
23 C -0.529 0.602 2.983
24 N 0.377 -0.173 2.360
25 C 0.856 -1.210 3.037
26 C 0.422 -1.556 4.317
27 C -0.546 -0.795 4.927
28 C -1.025 0.328 4.253
29 C -1.982 1.260 4.844
30 N -2.563 1.062 5.993
31 H -2.508 4.783 2.636
32 H -1.350 5.115 0.435
33 H -0.033 3.223 -0.518
34 H 1.606 -1.796 2.528
35 H 0.854 -2.418 4.806
36 H -0.923 -1.027 5.915
37 C -3.545 1.523 -0.450
38 Si -2.230 1.345 -1.819
39 C -3.146 0.301 -3.074
40 C -1.928 3.036 -2.589
41 O -0.855 0.729 -1.213
42 H -4.165 2.404 -0.642
43 H -3.158 1.605 0.565
44 H -4.213 0.657 -0.477
45 H -4.135 0.761 -3.188
46 H -3.309 -0.725 -2.734
47 H -2.691 0.257 -4.062
48 H -2.534 3.134 -3.493
49 H -0.885 3.147 -2.891
50 H -2.186 3.863 -1.922
51 Cl 2.029 3.160 -3.440
52 C 3.062 2.013 -2.563
53 Cl 4.412 2.848 -1.775
54 C 2.196 1.247 -1.568
55 O 1.665 0.207 -1.978
56 O 2.025 1.675 -0.384
57 H 3.466 1.316 -3.290
58 C 6.260 -1.665 -0.355
59 C 5.545 -0.468 -0.148
60 C 4.193 -0.496 0.052
61 C 3.449 -1.708 0.054
62 C 2.015 -1.720 0.235
63 C 1.481 -2.985 0.420
64 C 2.219 -4.191 0.335
65 C 3.549 -4.160 0.051
66 C 4.200 -2.910 -0.080
67 C 5.598 -2.856 -0.308
68 H 7.328 -1.638 -0.534
69 H 6.066 0.482 -0.148
70 H 3.671 0.428 0.248
71 H 0.421 -3.092 0.619
72 H 1.708 -5.139 0.467
73 H 4.126 -5.071 -0.059
74 H 6.134 -3.790 -0.436
75 Cl 1.392 -1.152 -5.544
76 Ge -0.457 -0.016 -4.837
77 Cl -1.935 -1.928 -5.086
78 Cl -1.005 0.968 -6.863

Its spin multiplicity is 2. As for the relative energy (zero: lowest compared OMol25 entry of this formula, charge and spin): 1.151 eV. The HOMO energy (spin up / spin down) is -4.849 / -4.866 eV. For the total energy, the calculation gives -265200.55288 eV. The charge is -1.